A cluster of 6 separate species, C24H61ClN3O12 in total at a distorted geometry. Source: the OMol25 dataset; level of theory: ωB97M-V/def2-TZVPD.

As for the total charge: -1. The value obtained for the molecular weight is 619.21 g mol⁻¹. As for the gap between HOMO and LUMO: 9.0 eV.

```
101
Properties=species:S:1:pos:R:3:forces:R:3
Cl 0.53103 0.52073 -1.25626 0.5 0.3 0.1
O -0.14897 0.71073 -2.56826 1.4 -0.2 2.4
O 0.30303 1.68373 -0.33126 0.0 -1.8 -2.0
O -0.00697 -0.72027 -0.60326 0.9 2.2 -1.4
O 2.03603 0.40773 -1.44926 -3.1 0.2 0.1
C -3.10197 2.07073 -1.96826 0.4 0.5 -0.5
O -3.24497 3.50673 -2.08126 0.8 -1.2 0.4
C -1.98797 4.15873 -1.86426 -1.9 0.4 -2.0
C -1.25297 4.37673 -3.17926 -0.6 -0.2 0.1
N 0.00603 5.06573 -2.93926 0.2 0.5 -1.6
C 1.06303 4.17973 -2.54526 0.6 -0.3 0.9
C 2.30803 4.98173 -2.15426 0.6 0.6 -1.0
O 3.42703 4.28973 -1.65526 0.0 -1.2 0.1
C 3.17803 3.54473 -0.45726 0.5 -0.8 -2.1
H -2.69297 1.73673 -1.00426 -0.2 0.3 -0.2
H -2.46497 1.60773 -2.74226 -0.1 0.5 0.1
H -4.08697 1.69673 -2.11426 -0.8 -0.5 0.1
H -1.40897 3.62273 -1.18726 1.2 -1.0 1.3
H -2.26997 5.09673 -1.46326 0.0 1.2 0.7
H -1.89497 4.95173 -3.88626 0.4 -0.4 0.5
H -1.11397 3.35873 -3.57126 0.4 0.4 -0.3
H -0.08497 5.66773 -2.14726 -0.5 0.8 0.3
H 1.27403 3.39573 -3.27326 0.1 0.3 -0.2
H 0.65803 3.70173 -1.68726 0.4 -1.2 1.0
H 2.16703 5.76473 -1.42126 -1.1 0.4 0.4
H 2.64103 5.53473 -3.05826 0.0 -0.4 0.4
H 2.96003 4.12373 0.35174 -0.3 2.5 2.3
H 4.06103 2.97973 -0.21826 0.3 -0.2 -0.2
H 2.32603 2.89673 -0.47426 -0.4 -0.8 -0.8
C 1.71803 2.68173 2.74274 0.8 -0.6 0.3
O 1.61503 1.33973 3.13974 0.5 0.2 1.3
C 1.01603 0.48673 2.22074 -0.2 0.7 -0.8
C 0.83203 -0.83227 2.88474 0.3 0.0 0.0
N 0.36703 -1.84227 1.95674 -1.4 0.5 0.5
C 1.46203 -2.46627 1.27474 -1.1 -1.0 -1.0
C 0.82303 -3.54127 0.33374 0.7 0.1 -1.0
O 1.71803 -3.89327 -0.73726 0.2 -0.2 0.0
C 1.90303 -2.84127 -1.71726 0.4 -1.1 0.5
H 0.98403 2.94973 2.01974 -1.1 0.4 -0.3
H 2.65103 2.77273 2.24074 1.1 0.4 -0.6
H 1.78203 3.32773 3.61574 -0.5 0.0 0.1
H 1.57103 0.46773 1.23874 -0.7 -0.1 1.1
H -0.00197 0.86773 2.10974 -0.1 0.1 -0.9
H 0.19903 -0.61327 3.73374 -0.6 -0.5 0.2
H 1.75003 -1.18027 3.29974 0.9 -0.2 0.4
H -0.08897 -1.34727 1.16474 0.5 -0.1 0.8
H 2.15203 -2.97427 1.91474 0.4 -0.2 0.8
H 1.97303 -1.63427 0.82474 0.9 -0.3 -1.1
H -0.11497 -3.22927 -0.14126 0.0 0.6 0.3
H 0.50403 -4.46627 0.88874 1.1 0.8 -0.5
H 2.03103 -1.92327 -1.19626 -0.1 0.7 0.1
H 1.06103 -2.80727 -2.40426 -0.2 0.1 0.0
H 2.84003 -2.99227 -2.28826 -0.5 -0.4 0.4
C -2.35997 2.47473 1.49474 -0.2 -0.6 -0.2
O -2.80897 1.27473 2.10974 0.2 -0.5 0.0
C -2.79497 0.09273 1.29074 -0.8 0.7 1.0
C -2.96797 -1.13227 2.17974 0.4 -0.7 0.4
N -2.40797 -2.33027 1.55074 0.4 -0.1 0.1
C -2.71397 -3.51927 2.39374 1.4 0.9 -0.9
C -1.67397 -4.61027 2.18274 -0.6 1.0 -0.7
O -2.14297 -5.76027 2.81174 0.2 -0.9 0.4
C -1.56797 -6.85827 2.14274 -1.3 -0.3 -0.4
H -2.52197 3.21973 2.22574 0.0 0.9 1.0
H -2.99397 2.76973 0.65674 0.2 -0.2 -0.3
H -1.28797 2.48473 1.23374 -0.4 -0.3 -0.2
H -1.91897 0.12573 0.66374 0.6 -0.6 -0.1
H -3.65997 0.06573 0.67274 -0.8 0.5 -1.1
H -4.01297 -1.40427 2.51474 0.9 1.0 -0.4
H -2.29197 -1.01127 3.01974 -0.5 0.6 1.0
H -1.39697 -2.10427 1.63874 -0.9 -1.3 -0.1
H -3.65997 -3.87227 2.06474 -1.0 -0.6 -0.1
H -2.78097 -3.25827 3.43874 0.0 0.1 0.6
H -0.67397 -4.31627 2.54074 -0.3 0.0 0.0
H -1.62497 -4.80527 1.09074 0.2 0.3 0.4
H -0.50197 -6.88527 2.23574 0.8 0.1 -0.1
H -1.89297 -6.78927 1.09874 0.5 -0.1 -0.2
H -1.97797 -7.79627 2.48674 -0.2 -0.2 0.6
C 5.75903 0.81973 -0.65726 0.1 -1.4 -0.3
C 5.15703 -0.13127 0.39774 -2.2 2.2 -0.2
C 4.24403 0.66173 1.40474 1.4 -0.9 -0.7
O 4.21603 -0.94427 -0.27426 0.7 -1.4 -0.1
H 6.34603 0.22473 -1.37526 -0.2 0.1 0.1
H 6.43703 1.53173 -0.23226 0.2 0.7 0.3
H 4.94203 1.28673 -1.23726 0.4 0.0 0.4
H 5.85803 -0.74727 0.95674 0.2 -0.1 -0.3
H 3.45303 1.15873 0.84974 0.0 0.0 0.1
H 4.76303 1.34873 2.03274 0.6 0.9 0.3
H 3.86403 -0.08827 2.06274 -0.7 -0.4 0.4
H 3.51403 -0.38327 -0.62226 -0.1 0.1 -0.1
C -2.21097 -2.02927 -3.14026 -0.2 0.1 0.8
C -2.90997 -1.78027 -1.77426 -0.9 -1.5 -1.7
C -4.39897 -1.37627 -1.83626 0.2 -1.2 0.4
O -2.85697 -2.99827 -1.06726 0.3 -0.2 0.5
H -2.69497 -2.77427 -3.79926 0.2 0.1 0.6
H -1.14797 -2.23127 -2.95026 -0.4 -0.5 0.0
H -2.16397 -1.10727 -3.66226 -0.2 1.1 -0.8
H -2.35397 -1.01827 -1.26826 0.4 0.6 0.4
H -4.57497 -0.55927 -2.48326 -0.1 1.7 -0.1
H -4.74697 -1.28427 -0.78026 0.0 0.4 -0.9
H -5.04397 -2.11527 -2.33226 0.5 -0.5 0.4
H -2.73797 -2.74127 -0.12126 0.0 -0.3 0.1
```
Positions in Å, forces in eV/Å.

A structure of composition C23H32BaGeIN5O4 at a distorted geometry. Source: the OMol25 dataset; level of theory: ωB97M-V/def2-TZVPD.

As for the total charge: -2. The value obtained for the molecular weight is 779.38 g mol⁻¹. As for the gap between HOMO and LUMO (spin up / spin down): 1.7 / 1.7 eV.

```
67
Properties=species:S:1:pos:R:3:forces:R:3
Ba 0.18610 -0.05340 -0.42650 1.9 -0.2 -2.8
C 0.65320 4.21140 1.01690 -0.1 -0.3 0.0
C 0.81130 2.69160 1.19090 -0.1 0.8 0.1
O -0.13940 1.97670 0.75980 -0.5 1.5 0.9
C 1.97740 2.24870 1.78110 0.2 0.4 0.1
C 2.34390 0.89090 1.94410 0.3 -0.6 0.2
C 3.73710 0.57800 2.44950 -0.3 0.0 -0.1
N 1.51990 -0.05200 1.61340 0.6 0.4 1.8
N 1.94960 -1.34550 1.75170 0.4 -0.7 0.0
C 1.07040 -2.19730 1.27670 0.8 0.2 0.9
O -0.07480 -1.91430 0.80280 -1.1 -2.8 1.5
C 1.50910 -3.61520 1.24550 0.1 -0.5 -0.1
C 0.63900 -4.56580 0.71290 -0.1 0.4 0.1
C 1.04150 -5.87100 0.52290 0.1 -0.3 0.0
C 2.32320 -6.26040 0.87690 0.0 -0.1 0.0
C 3.18320 -5.33470 1.45040 0.1 -0.1 0.1
C 2.78500 -4.02380 1.63410 -0.1 0.1 0.0
H -0.24640 4.39230 0.43390 -0.1 0.0 0.0
H 1.50730 4.62620 0.48460 0.1 0.1 0.0
H 0.56360 4.71780 1.97910 0.0 0.0 0.1
H 2.70700 2.98930 2.08920 0.0 0.1 -0.1
H 4.25730 1.48450 2.75670 0.0 0.0 0.0
H 4.29080 0.09580 1.64470 0.1 -0.1 0.0
H 3.68530 -0.12330 3.28050 0.1 -0.1 0.0
H -0.35150 -4.23080 0.43650 0.0 0.0 0.0
H 0.36620 -6.58970 0.07680 -0.1 0.0 0.0
H 2.65530 -7.27530 0.69200 0.0 0.0 0.0
H 4.18170 -5.64310 1.73760 0.0 0.0 0.0
H 3.45130 -3.28880 2.05860 0.0 0.1 0.0
C -4.25070 2.79550 -2.79520 -0.3 0.1 0.0
O -2.92460 2.35790 -2.63390 0.4 -0.5 0.3
C -2.54750 1.47470 -1.65730 -0.3 0.8 -0.5
O -1.39900 1.13490 -1.59590 -2.7 1.6 -1.6
N -3.53110 1.11000 -0.77880 -0.4 -0.3 -0.1
N -3.30160 0.12590 0.20990 0.6 -0.2 -0.1
H -4.19730 3.55530 -3.57660 -0.1 -0.1 0.1
H -4.66240 3.24670 -1.88500 0.1 -0.1 0.0
H -4.91370 1.99020 -3.13960 0.1 0.0 0.1
H -4.48380 1.08250 -1.11520 0.2 0.2 0.1
H -2.90040 -0.71270 -0.22450 -0.1 0.2 0.0
H -2.55380 0.47060 0.81150 -0.2 0.2 0.1
C 0.60070 1.80690 -4.64840 0.1 -0.3 0.0
Ge 1.70320 0.21890 -4.00300 1.0 0.1 0.3
C 0.63640 -1.30410 -4.75630 0.0 0.1 0.0
C 3.27710 0.24930 -5.32000 -0.4 0.0 0.1
C 2.13500 0.09780 -2.15930 -0.1 -0.2 -0.8
H 0.36870 1.73610 -5.70970 -0.1 0.0 -0.3
H 1.11830 2.74730 -4.46740 0.2 0.0 0.1
H -0.33260 1.83550 -4.09540 -0.2 0.0 0.2
H 0.58350 -1.24990 -5.84300 0.0 0.1 -0.2
H -0.38170 -1.29330 -4.38170 -0.3 0.1 0.1
H 1.07520 -2.26230 -4.48730 0.2 -0.1 0.1
H 2.93160 0.27380 -6.35140 -0.1 0.0 -0.3
H 3.88900 -0.64070 -5.19580 0.0 -0.2 0.1
H 3.92040 1.11210 -5.16320 0.1 0.2 0.1
H 3.11600 0.56180 -1.99480 0.3 0.0 -0.1
I 0.02350 -5.69100 -3.45010 -0.4 0.6 0.2
C -1.26140 -4.01160 -3.11060 -0.6 -1.6 -1.8
C -2.44470 -3.92610 -3.87000 0.8 1.0 1.1
C -3.15100 -2.72020 -3.72190 -0.2 -1.2 -0.7
C -2.72540 -1.79870 -2.80880 1.2 0.6 1.2
N -1.62560 -1.93530 -2.02360 -0.9 -0.5 -1.2
C -0.86790 -3.02730 -2.25950 -0.1 1.3 1.1
H -2.77490 -4.71310 -4.52930 0.1 0.0 -0.1
H -4.03830 -2.53600 -4.31860 0.0 0.0 0.1
H -3.26230 -0.86360 -2.68580 -0.1 0.0 0.0
H 0.06270 -3.06880 -1.71590 0.2 -0.1 0.1
```
Positions in Å, forces in eV/Å.

- What is the total charge in the second record?
  -2

- The highest molecular weight belongs to which entry?
  C23H32BaGeIN5O4

- What is the formula in the first record?
  C24H61ClN3O12